The following is a quantum chemistry calculation of a single C20H27N3O5 molecule in a non-equilibrium geometry, from OMol25.

Geometry as XYZ:
```
55
Properties=species:S:1:pos:R:3:forces:R:3
C 1.648 -1.856 -0.046 -0.10 0.18 -0.10
C 0.689 -1.188 -0.783 0.80 0.07 0.20
C 0.963 0.069 -1.319 -0.02 0.06 -0.07
N -0.899 -3.048 -0.944 1.27 -0.04 0.20
H -2.249 2.216 2.348 0.13 -0.05 -0.08
H 4.025 2.625 -0.155 0.06 -0.08 0.08
H -3.960 -1.485 0.818 0.00 -0.07 0.03
H -5.507 -0.665 1.000 0.11 0.00 0.03
H 2.261 3.332 -2.949 -0.08 -0.05 0.00
H 0.204 0.554 -1.910 -0.05 0.12 -0.07
C -4.569 -0.371 -0.943 0.05 -0.18 -0.02
H -0.037 0.285 1.517 0.03 -0.07 -0.05
H -4.681 -2.495 -1.426 -0.02 0.01 -0.05
H 1.482 1.800 -3.419 -0.01 0.01 0.04
H 1.142 2.682 0.427 0.07 0.03 -0.07
C -2.669 -1.887 -1.420 0.48 0.18 0.02
O 2.576 1.843 -1.657 0.24 -0.42 0.32
C -0.452 1.013 2.219 -0.10 0.23 0.13
N -2.548 0.800 0.913 0.23 0.06 -0.07
H -4.213 -1.454 -2.779 0.00 -0.11 0.01
H 5.428 -2.482 1.863 -0.02 0.08 -0.02
C 0.528 2.160 2.429 0.06 -0.14 -0.02
N -1.716 -1.012 -1.308 -0.38 0.01 -0.21
O -4.337 1.160 2.246 -0.29 0.19 0.37
H 5.621 -1.387 0.468 -0.04 -0.04 0.12
H 0.563 4.058 1.356 0.08 0.03 -0.05
H 1.547 1.812 2.591 0.05 0.03 0.09
O -2.232 -3.132 -1.212 -0.83 0.31 -0.15
O 3.710 -2.046 0.956 -0.30 0.04 -0.15
H 3.870 1.848 1.442 0.02 -0.03 -0.02
H 4.971 -0.769 2.008 0.00 -0.04 -0.05
H -0.714 0.500 3.142 -0.04 -0.11 0.01
C -4.097 -1.616 -1.704 -0.20 0.04 -0.07
H 0.786 2.799 -2.108 0.01 -0.04 -0.01
H 5.479 2.059 0.703 -0.04 0.04 0.05
C -0.616 -1.774 -1.008 -0.87 -0.66 -0.15
C 0.397 3.000 1.153 0.03 0.15 0.03
H -1.617 3.649 0.571 -0.07 0.00 -0.09
O 4.408 0.575 -0.108 -0.42 -0.38 -0.43
H -2.159 0.257 0.150 -0.16 0.07 0.05
C 4.429 1.853 0.500 0.04 0.33 0.19
H -5.592 -0.145 -1.245 0.05 0.04 -0.04
C 5.004 -1.629 1.334 0.47 0.01 0.12
C 2.890 -1.269 0.207 -0.10 0.11 -0.12
H -0.988 2.306 -0.381 -0.03 0.01 -0.08
C 2.202 0.647 -1.114 0.05 -0.02 0.01
C -4.506 -0.569 0.580 -0.11 0.22 0.11
C -1.023 2.738 0.621 -0.03 0.05 0.06
H 0.224 2.745 3.299 0.02 0.02 0.07
H 1.445 -2.832 0.360 0.00 -0.13 0.10
H -3.944 0.472 -1.240 -0.07 0.00 -0.05
C 3.172 0.002 -0.316 0.21 0.16 0.14
C -3.806 0.561 1.333 -0.09 -0.41 -0.27
C 1.715 2.464 -2.581 -0.17 0.14 -0.17
C -1.656 1.714 1.578 0.09 0.02 0.13
```
Positions in Å, forces in eV/Å.

ΔE to the lowest compared entry with this formula, charge and spin, kJ/mol: 433.4
Kohn-Sham gap, eV: 9.174
HOMO, hartree: -0.317
Charge: 0

The following is a quantum chemistry calculation of a single C20H27N5O7S molecule in a non-equilibrium geometry, from OMol25.

Geometry as XYZ:
```
60
Properties=species:S:1:pos:R:3:forces:R:3
C -0.469 -1.864 0.451 -0.25 -0.39 0.08
O 4.696 -2.389 -4.684 0.39 -0.04 -0.22
C 3.601 -2.449 -2.160 0.41 0.06 0.08
H -3.178 -0.785 1.347 -0.06 -0.14 0.03
C -2.235 2.788 2.475 -0.03 0.00 0.07
N -4.566 0.381 4.932 -0.11 -0.23 0.01
N 2.933 -1.938 -3.337 -0.17 -0.02 -0.01
H 1.327 -0.777 -3.969 -0.03 -0.05 0.12
C -4.274 1.660 5.363 0.08 0.20 0.01
C 3.586 -1.083 -6.723 0.40 0.02 -0.37
O 2.883 -1.043 1.271 -0.04 -0.10 0.36
C 3.954 -1.289 -1.223 0.16 -0.44 0.13
C 2.107 -0.006 -2.099 -0.38 -0.05 -0.31
N -3.492 2.434 4.521 -0.05 0.08 0.14
H -4.813 -1.360 6.054 -0.06 0.03 -0.01
C -4.158 -0.191 3.740 0.07 0.12 0.00
H 2.780 -0.869 -7.428 0.08 -0.07 0.08
N -0.116 -0.589 -0.123 -0.77 0.60 -0.49
H 1.206 0.553 -1.857 0.20 0.03 -0.02
C -3.349 0.685 2.887 0.23 0.15 -0.30
C -1.776 2.294 1.273 -0.01 0.08 0.02
H 5.430 -0.222 -6.034 0.07 0.01 0.01
H 2.930 -3.146 -1.648 0.04 0.01 0.02
O -2.320 -0.492 -1.309 -0.15 -0.20 0.33
H 5.050 0.124 -7.726 0.06 0.05 -0.12
H -1.976 3.792 2.764 0.01 0.09 0.04
H 4.053 -2.042 -6.967 -0.15 0.13 -0.01
C -2.892 0.207 1.661 -0.21 0.00 0.29
H -1.288 -2.269 -0.139 0.05 -0.22 0.09
H -3.650 3.905 5.949 0.11 0.03 -0.18
O -0.802 1.451 -1.365 -0.04 0.19 0.31
H 0.750 0.154 1.655 0.08 -0.02 -0.16
O 2.939 -1.189 -5.455 -0.12 0.03 0.29
O -4.455 -1.331 3.462 -0.02 -0.06 -0.06
H 4.679 -0.630 -1.713 -0.01 -0.03 0.01
H 1.014 -1.810 -2.555 -0.01 0.05 -0.02
H -1.169 2.899 0.619 0.07 0.14 -0.01
S -1.389 0.360 -0.639 0.23 -0.01 0.03
H 0.930 1.159 0.189 0.16 -0.01 0.08
N 2.754 -0.533 -0.917 0.28 -0.04 -0.27
H -6.284 -0.751 5.283 0.04 -0.02 0.04
C 2.281 -0.536 0.342 -0.26 0.27 0.17
H -5.609 0.105 6.700 0.03 -0.07 -0.12
H 0.389 -2.534 0.397 0.00 0.00 0.00
C 0.924 0.137 0.569 0.35 0.20 0.31
C -5.372 -0.459 5.803 -0.20 -0.19 0.24
C -3.178 3.774 4.977 -0.02 0.24 0.23
C -3.026 1.985 3.310 0.06 -0.45 -0.45
H -0.775 -1.774 1.500 0.03 -0.02 0.03
H -3.573 4.516 4.283 0.04 0.01 -0.02
C 1.749 -1.162 -3.043 -0.12 0.43 -0.05
O -4.674 2.086 6.423 -0.09 0.01 0.16
H 4.181 0.970 -6.435 -0.02 0.11 -0.02
H 4.371 -1.658 -0.286 0.00 0.08 -0.15
H -2.100 3.899 5.082 0.00 0.03 -0.04
C 3.620 -1.867 -4.505 -0.21 -0.10 -0.02
H 4.501 -2.973 -2.480 -0.13 0.01 0.10
C -2.107 1.009 0.868 0.34 -0.23 -0.66
C 4.631 0.024 -6.729 -0.27 -0.27 0.17
H 2.817 0.660 -2.604 -0.09 0.00 0.00
```
Positions in Å, forces in eV/Å.

ΔE to the lowest compared entry with this formula, charge and spin, kJ/mol: 58.6
Kohn-Sham gap, eV: 8.659
HOMO, hartree: -0.327
Charge: 0

The following is a quantum chemistry calculation of a single C20H27NO2S molecule, from OMol25.

Geometry as XYZ:
```
51
Properties=species:S:1:pos:R:3:forces:R:3
H -3.526 0.541 0.051 -0.01 -0.18 0.06
H 2.571 1.680 -1.327 -0.07 0.04 -0.02
C 4.581 0.924 1.212 0.10 0.17 0.25
H -7.971 -0.527 -1.015 -0.09 0.06 -0.04
O -3.616 -2.600 -0.073 0.12 -0.19 -0.01
C 0.456 -1.422 -0.019 0.12 0.22 0.00
C -1.700 -0.364 0.005 0.41 -0.16 0.01
H 5.000 -1.016 -2.167 0.03 -0.03 -0.06
H 4.869 1.464 -2.181 -0.02 -0.04 0.06
H -7.719 1.793 0.982 0.02 -0.17 -0.01
H 2.767 0.172 2.115 -0.07 0.00 0.05
H 6.362 -0.298 1.229 0.06 -0.02 0.03
C 4.579 0.908 -1.281 0.10 0.16 -0.25
H 0.771 1.927 -0.027 0.07 0.10 0.00
H 1.017 -2.343 -0.025 0.10 -0.09 0.00
H -5.665 -0.909 1.143 0.05 -0.15 -0.02
H 4.873 1.492 2.104 -0.02 -0.04 -0.06
C 1.110 -0.196 -0.023 0.06 -0.11 0.00
C 2.623 -0.059 -0.027 -0.24 -0.02 0.00
H 3.057 -1.989 -0.902 -0.08 -0.08 -0.01
C -8.142 0.825 0.678 0.36 0.07 -0.11
C -3.940 -1.437 -0.008 -0.61 0.10 0.02
C 4.859 -1.216 -0.021 0.14 -0.26 0.00
C -7.625 0.462 -0.712 0.35 -0.01 0.34
C 3.067 0.724 1.220 0.20 0.00 -0.03
C -0.925 -1.516 -0.005 -0.25 -0.14 0.00
H 3.057 -1.978 0.871 -0.08 -0.08 0.01
C 0.315 0.949 -0.019 -0.07 -0.04 0.00
H 2.763 0.145 -2.172 -0.07 0.00 -0.05
H 5.345 -2.199 -0.015 -0.05 0.06 0.00
H 6.068 1.862 -0.042 0.05 0.05 0.00
C 5.278 -0.434 1.221 -0.05 0.02 -0.03
C -5.413 -1.047 0.089 -0.31 0.23 -0.08
H 6.360 -0.314 -1.285 0.06 -0.02 -0.03
H -7.840 0.069 1.408 0.07 0.11 -0.06
H -6.014 -1.856 -0.324 0.16 -0.03 0.07
O -9.544 0.844 0.726 -0.57 0.02 -0.06
H 2.574 1.696 1.251 -0.07 0.04 0.02
C 4.988 1.699 -0.040 -0.03 -0.05 0.00
H -1.402 -2.481 -0.002 -0.02 -0.02 0.00
H -1.652 1.779 -0.003 -0.06 0.11 0.00
C 3.342 -1.413 -0.019 0.10 0.11 0.00
C 5.276 -0.450 -1.274 -0.05 0.02 0.03
S -5.811 0.494 -0.809 -0.03 -0.14 -0.14
H 4.502 2.678 -0.046 0.01 0.08 0.00
C -1.061 0.873 -0.005 -0.05 -0.06 -0.01
H -7.959 1.197 -1.446 -0.03 -0.04 -0.02
N -3.100 -0.377 0.040 0.02 0.49 -0.03
C 3.064 0.708 -1.285 0.20 0.00 0.03
H -9.875 1.525 0.131 0.04 -0.05 0.08
H 5.004 -0.988 2.122 0.03 -0.03 0.06
```
Positions in Å, forces in eV/Å.

ΔE to the lowest compared entry with this formula, charge and spin, kJ/mol: 0.0
Kohn-Sham gap, eV: 8.872
HOMO, hartree: -0.306
Charge: 0

The following is a quantum chemistry calculation of a molecular structure, C20H27NOW in a non-equilibrium geometry, from OMol25.

Geometry as XYZ:
```
50
Properties=species:S:1:pos:R:3:forces:R:3
C -3.278 1.641 2.073 0.09 0.11 -0.01
H -2.415 0.433 0.527 -0.07 0.01 0.22
C -1.276 0.121 2.298 0.00 -0.07 -0.04
C -3.557 -0.842 1.814 0.02 -0.12 -0.04
O -0.181 0.015 0.225 -0.13 0.93 -0.64
N 1.664 1.220 -2.634 -3.21 2.40 -0.91
H 3.198 0.366 2.104 -0.13 -0.12 -0.13
C 2.514 -0.236 1.483 0.06 0.08 0.42
H 0.159 3.381 -4.993 0.30 0.04 0.13
H -1.027 2.442 -1.981 0.05 0.18 -0.63
H -4.508 -0.674 1.295 0.08 -0.05 0.10
H 2.639 1.330 -2.898 -0.43 -0.23 -0.12
C 0.588 2.088 -3.395 3.76 -0.28 -0.17
H 0.834 -2.741 -0.715 -0.04 0.25 0.01
H 1.913 1.189 -0.061 0.38 -0.22 -0.01
C 1.169 -0.326 3.577 -0.11 0.22 0.06
C -0.004 -0.278 4.320 -0.11 -0.02 0.14
H 2.383 -2.339 0.933 0.12 0.14 0.13
C 0.946 2.865 -4.444 -0.69 -0.73 0.86
H -1.753 -2.033 -1.135 0.20 0.39 0.03
H -3.107 -1.760 1.421 -0.09 0.06 0.11
H -2.632 2.498 1.857 -0.11 -0.07 0.08
C 1.224 -1.755 -2.707 -0.94 -0.59 0.41
H -3.762 -0.989 2.882 -0.02 -0.02 -0.21
C -1.220 -0.043 3.678 0.21 0.08 -0.14
H 2.126 -0.507 4.075 -0.29 0.10 -0.08
C -0.913 -1.784 -1.772 0.56 -0.92 -1.11
C -2.620 0.345 1.602 0.40 -0.02 -0.03
C 3.036 -1.675 1.517 0.09 -0.15 0.00
H -3.465 1.616 3.154 -0.01 0.04 -0.18
C -0.989 -1.143 -3.056 0.15 -1.00 0.19
C 2.595 0.334 0.069 0.32 -0.09 0.27
H -1.511 1.521 -3.486 0.20 0.28 0.20
H 0.576 -0.798 -4.632 -0.04 0.27 0.37
C 0.465 -2.153 -1.544 -0.41 -0.75 -0.99
H 2.277 -1.957 -2.869 -0.17 0.24 0.07
H 4.047 -1.730 1.097 -0.12 -0.02 0.03
C -0.079 0.027 1.543 0.05 -0.32 0.94
H -1.902 -0.791 -3.522 0.28 0.04 0.12
H 2.429 -0.477 -0.671 0.00 0.49 0.30
C -0.705 1.764 -2.787 -0.30 -0.49 1.44
H 1.987 2.981 -4.745 -0.30 -0.10 -0.02
H 3.612 0.698 -0.126 -0.18 0.00 -0.06
W 0.317 0.108 -1.679 0.99 0.96 -0.66
H 3.072 -2.054 2.545 -0.01 0.03 -0.22
H -4.233 1.793 1.558 0.08 0.00 0.10
C 1.169 -0.143 2.194 -0.48 -0.15 -0.26
C 0.322 -1.143 -3.635 -0.33 -0.77 0.23
H -2.150 0.012 4.249 0.31 -0.03 -0.06
H 0.025 -0.420 5.400 0.01 0.03 -0.25
```
Positions in Å, forces in eV/Å.

Kohn-Sham gap (spin up / spin down), eV: 6.770 / 7.868
HOMO (spin up / spin down), hartree: -0.228 / -0.282
Charge: 0
2S+1: 3